C3H8NO2 | ωB97M-V/def2-TZVPD

```
! RIJCOSX wB97M-V def2-TZVPD def2/J DEFGRID3
* xyz 1 1
C 0.111 0.482 -0.699
C 0.971 -1.057 0.348
C -1.354 0.672 -0.486
N 0.912 0.397 0.532
O 2.105 -1.514 -0.165
O -1.592 0.575 0.903
H 0.612 0.626 -1.633
H 0.179 -1.651 0.763
H -1.937 -0.073 -1.046
H -1.639 1.667 -0.866
H 1.829 0.858 0.544
H 0.310 0.685 1.325
H 2.020 -2.377 -0.604
H -2.529 0.710 1.083
*
```

Its LUMO energy is -3.70 eV. The value obtained for the energy is -8815.98593 eV. Its energy relative to the best compared isomer or geometry (same formula, charge and spin) is 91.5 kcal per mole.

Results of the Löwdin charge analysis, in e, for atoms 1 through 8: number 1, C, carries -0.002; number 2, C, carries -0.106; number 3, C, carries -0.229; number 4, N, carries 0.071; number 5, O, carries 0.096; number 6, O, carries -0.055; number 7, H, carries 0.134; number 8, H, carries 0.158